Entry 1:
Density functional theory data (ωB97M-V with the def2-TZVPD basis set) for a structure of composition C29H38FIMnN4O3S.

## Properties
* energy: -3518.88460 Eh
* lowest unoccupied orbital energy (spin up / spin down): -7.6 / -6.1 eV
* <S²>: 4.05
* spin multiplicity: 4
* charge: +2

XYZ file:
```
78
Properties=species:S:1:pos:R:3:forces:R:3:lowdin_spin:R:1
Mn 0.5450 -0.0865 -0.9842 -0.30 -0.08 0.15 2.995
C -2.0449 -2.9019 0.1677 0.02 -0.06 0.01 0.000
C -1.3287 -2.6878 1.5054 0.05 0.09 -0.04 0.000
C 0.0344 -3.3732 1.4996 0.05 0.02 -0.03 0.002
C -1.3522 -1.2463 2.0376 -0.10 -0.05 0.07 0.002
C -2.4218 -0.9746 2.8941 -0.01 0.01 -0.04 0.000
C -2.5511 0.2228 3.5700 0.04 -0.01 -0.04 -0.002
C -1.5641 1.1811 3.4328 -0.01 0.01 0.00 0.001
C -0.4861 0.9805 2.5782 -0.04 0.10 0.12 0.002
C 0.6069 2.0386 2.5717 -0.01 0.06 0.00 0.001
C 1.4966 1.9162 3.8159 0.02 -0.02 0.01 0.001
C 0.0445 3.4729 2.5264 0.03 -0.07 -0.05 0.000
C -0.4086 -0.2171 1.8416 0.18 -0.14 -0.10 0.015
N 0.6634 -0.3578 0.8901 0.07 0.06 -0.30 0.141
C 1.9499 -0.6753 1.3534 -0.29 0.05 -0.08 0.001
C 2.2557 -1.1776 2.6184 0.01 -0.07 0.08 0.026
C 3.5652 -1.4832 2.9569 -0.01 -0.02 -0.04 -0.004
C 4.6057 -1.2978 2.0536 0.00 0.01 0.01 0.033
C 4.3379 -0.7815 0.7913 -0.01 -0.01 0.01 -0.005
C 3.0309 -0.4933 0.5051 0.03 0.06 -0.19 0.025
F 2.7131 0.0622 -0.7456 0.13 -0.06 0.13 0.026
H -2.2140 -3.9704 0.0232 0.00 -0.01 0.02 0.000
H -1.4532 -2.5383 -0.6714 -0.04 -0.07 0.04 0.000
H -3.0151 -2.4035 0.1424 0.01 0.01 0.00 0.000
H -1.9264 -3.2282 2.2416 -0.01 -0.01 0.02 0.000
H 0.7075 -2.9303 0.7671 -0.03 -0.05 0.10 0.001
H -0.1004 -4.4266 1.2464 -0.01 -0.01 -0.01 0.000
H 0.5121 -3.3375 2.4774 0.00 0.01 0.03 0.000
H -3.1628 -1.7492 3.0491 -0.01 0.00 0.01 0.000
H -3.3922 0.3911 4.2291 0.01 -0.01 0.01 0.000
H -1.6226 2.0895 4.0196 -0.01 0.01 -0.01 0.000
H 1.2495 1.8771 1.7015 -0.04 -0.02 0.04 0.000
H 0.8900 2.0334 4.7155 0.01 0.00 0.00 0.000
H 2.2627 2.6935 3.8191 0.01 0.01 0.01 0.000
H 1.9955 0.9502 3.8671 -0.04 0.08 -0.01 0.000
H -0.2287 3.8191 3.5229 -0.03 -0.01 0.00 0.000
H -0.8644 3.5280 1.9179 0.00 0.02 -0.04 0.000
H 0.7994 4.1726 2.1561 0.01 0.01 0.01 0.000
H 1.4547 -1.3234 3.3303 -0.01 -0.03 0.01 0.001
H 3.7749 -1.8806 3.9407 0.00 0.01 0.00 -0.001
H 5.6218 -1.5444 2.3265 0.00 -0.01 0.01 0.002
H 5.1123 -0.6086 0.0568 0.00 0.00 0.00 -0.001
O 0.7424 -0.3246 -4.9103 -0.01 -0.02 -0.13 0.001
C 0.0867 -0.1069 -3.9283 0.21 0.02 0.26 0.008
O 0.6668 0.2507 -2.7785 -0.15 0.17 -0.43 0.027
C -1.4088 -0.1913 -3.9296 -0.02 0.00 0.05 0.004
C -2.0199 -0.3653 -5.1731 0.02 -0.02 -0.06 0.001
C -3.3933 -0.4489 -5.2923 -0.02 0.00 0.01 0.005
C -4.1839 -0.3707 -4.1528 0.00 0.01 0.02 -0.002
C -3.6001 -0.2132 -2.9073 -0.03 -0.03 -0.06 -0.009
C -2.2134 -0.1105 -2.7905 0.09 -0.05 0.10 -0.019
S -1.6876 0.0760 -1.1087 0.10 0.08 0.10 -0.242
H -1.3788 -0.4289 -6.0423 0.00 0.00 0.01 0.000
H -3.8471 -0.5818 -6.2643 0.00 0.00 0.00 0.000
H -5.2605 -0.4445 -4.2282 0.00 0.00 0.00 0.000
H -4.2198 -0.1786 -2.0192 0.00 0.00 -0.01 -0.004
N -1.0060 5.2989 -0.5338 -0.02 0.05 0.04 0.000
C 0.1330 4.3979 -0.9451 -0.04 0.00 0.00 -0.002
C -0.3378 2.9439 -0.9556 0.04 0.01 -0.06 0.002
N 0.7953 2.0186 -0.9367 0.29 -0.28 0.09 -0.044
H -0.7230 6.2838 -0.5377 -0.02 -0.06 0.00 0.000
H -1.3198 5.0688 0.4166 0.04 0.01 -0.07 0.000
H -1.8107 5.2091 -1.1617 0.04 -0.01 0.03 0.000
H 0.9326 4.5653 -0.2259 -0.03 0.00 0.05 0.000
H 0.4670 4.7333 -1.9256 0.01 0.00 0.00 0.000
H -0.9253 2.7374 -1.8498 -0.02 -0.02 0.00 0.001
H -0.9738 2.7264 -0.0977 0.03 0.00 0.07 0.000
H 1.4227 2.2085 -0.1570 -0.09 0.05 -0.01 -0.001
H 1.3326 2.0854 -1.8024 -0.02 0.01 0.00 0.000
N 0.4240 -3.2140 -3.1029 0.00 -0.05 0.02 0.007
C 1.1421 -2.9557 -2.0275 -0.08 0.15 -0.19 0.004
O 0.9177 -1.9714 -1.2850 0.05 0.16 0.20 0.000
C 2.2576 -3.8791 -1.6651 0.00 -0.03 0.05 -0.001
I 3.9731 -3.3399 -2.8075 0.04 0.05 -0.03 0.000
H -0.2823 -2.5676 -3.4204 -0.07 0.00 0.01 0.000
H 0.6660 -3.9811 -3.7113 0.00 0.01 0.02 0.000
H 2.0232 -4.9175 -1.8802 0.01 0.01 -0.02 0.000
H 2.5173 -3.7463 -0.6212 -0.05 -0.03 0.03 0.000
```
Forces are in eV/Å.

***

Entry 2:
Density functional theory data (ωB97M-V with the def2-TZVPD basis set) for a structure of composition C29H38NO2P2PbSi in a non-equilibrium geometry.

## Properties
* energy: -2497.06560 Eh
* lowest unoccupied orbital energy (spin up / spin down): -11.8 / -12.3 eV
* charge: +3

XYZ file:
```
74
Properties=species:S:1:pos:R:3:forces:R:3:lowdin_charge:R:1
Pb -0.1900 -0.9816 -0.7644 0.77 -0.66 0.83 1.024
P -2.3985 0.4723 -1.5133 -1.52 -0.82 -0.85 0.791
C -2.1812 0.8639 -3.2268 0.83 0.95 -0.13 -0.196
C -0.9117 1.3096 -3.7000 0.67 -0.20 -0.07 -0.337
N 0.2199 0.9967 -2.9686 0.07 0.11 -0.08 0.057
C 1.4122 1.4474 -3.3669 -0.44 -0.18 0.34 -0.306
C 1.5832 2.2353 -4.5173 -0.38 -0.16 -0.09 0.045
C 0.4676 2.5152 -5.3070 0.01 0.01 -0.01 0.011
C -0.7768 2.0451 -4.9121 -0.37 -0.15 0.24 0.039
C 2.6446 1.1272 -2.5326 -0.56 0.26 0.37 -0.254
P 2.4442 -0.3066 -1.3768 0.99 -0.51 -1.70 0.803
H -1.6925 2.2434 -5.4717 0.40 0.08 -0.05 0.137
H 2.5849 2.5761 -4.7693 -0.26 0.03 -0.11 0.141
H 0.5747 3.0935 -6.2232 -0.06 -0.11 0.21 0.140
H 3.4959 0.9279 -3.2052 -0.21 -0.04 0.38 0.117
H 2.9086 2.0053 -1.9206 -0.08 -0.13 -0.22 0.113
H -2.1324 -1.0030 -4.4836 0.06 -0.97 -0.16 0.042
H -3.0481 1.0568 -3.8731 0.13 -0.17 0.34 0.118
H -1.0149 -2.5334 -3.3960 0.55 -0.18 0.41 0.017
O -2.0577 -1.9848 -4.4841 -0.26 0.94 -0.31 -0.034
H -2.2578 -2.2764 -5.3897 0.07 -0.03 0.31 0.108
H -0.1427 -2.6031 0.2576 -0.10 0.49 -0.93 -0.001
O -0.3773 -2.7265 -2.6341 -0.32 0.51 -0.37 -0.187
H 0.1158 -3.5322 -2.8761 -0.17 0.40 0.36 0.093
C 2.9440 -1.6521 -2.5288 -0.21 -0.25 0.24 -0.242
H 3.9883 -1.4890 -2.8416 -0.37 -0.05 0.12 0.074
H 2.8730 -2.6144 -2.0003 0.09 0.19 -0.27 0.061
H 2.2904 -1.6711 -3.4147 0.19 0.00 0.32 0.057
C 3.8825 -0.1864 -0.2794 -0.21 0.16 0.57 -0.220
H 3.9273 -1.0789 0.3534 0.00 0.14 -0.04 0.050
H 4.8093 -0.1116 -0.8641 -0.31 0.01 -0.02 0.082
H 3.7822 0.6953 0.3637 0.10 -0.19 -0.03 0.056
C -3.1620 1.9056 -0.6686 0.59 0.43 0.33 -0.178
H -4.1738 2.0730 -1.0706 0.33 -0.22 -0.01 0.086
H -3.2195 1.7327 0.4167 0.02 0.03 -0.36 0.044
H -2.5422 2.7955 -0.8528 -0.23 -0.23 0.11 0.070
C -3.6780 -0.8399 -1.4630 0.16 0.04 0.05 -0.217
H -3.8996 -1.0916 -0.4159 0.01 0.05 -0.28 0.048
H -4.5881 -0.4677 -1.9551 0.18 -0.13 0.14 0.081
H -3.3174 -1.7384 -1.9861 -0.16 0.27 0.14 0.053
C -0.4393 4.3814 2.9506 -0.01 -0.20 -0.12 -0.025
C 0.5844 3.9383 2.1039 0.15 -0.26 -0.14 -0.050
C 0.7109 2.5777 1.8106 -0.28 0.54 0.17 -0.109
C -0.1750 1.6439 2.3872 0.14 0.04 -0.83 -0.306
C -1.1909 2.0945 3.2508 -0.27 0.38 -0.08 -0.067
C -1.3287 3.4617 3.5164 0.06 -0.30 -0.01 -0.033
Si 0.0313 -0.1494 2.0103 -0.29 0.53 3.43 0.718
C 1.6487 -0.8168 2.6249 0.09 -0.17 -1.06 -0.303
C 2.0383 -2.1281 2.2976 0.24 -0.24 -0.05 -0.147
C 3.2119 -2.6738 2.8069 -0.08 -0.08 -0.04 -0.053
C 4.0348 -1.9004 3.6332 -0.10 0.09 -0.11 -0.022
C 3.6783 -0.5821 3.9350 -0.24 0.11 0.01 -0.030
C 2.4871 -0.0397 3.4398 0.37 0.16 0.00 -0.060
C -1.3941 -1.1396 2.6802 0.22 0.08 -0.95 -0.312
C -1.1605 -2.2773 3.4697 -0.19 -0.51 -0.12 -0.057
C -2.2297 -3.0808 3.8777 0.15 0.22 0.01 -0.023
C -3.5389 -2.7456 3.5131 0.16 0.02 -0.08 -0.017
C -3.7812 -1.6046 2.7380 0.18 0.33 -0.12 -0.049
C -2.7137 -0.8022 2.3261 -0.46 -0.51 -0.02 -0.129
H -0.5502 5.4473 3.1589 0.05 -0.34 -0.05 0.129
H 1.2798 4.6527 1.6602 -0.22 -0.17 0.18 0.120
H 1.4962 2.2357 1.1325 -0.11 0.13 0.17 0.092
H -1.8700 1.3772 3.7151 0.18 0.28 -0.11 0.109
H -2.1402 3.8054 4.1602 0.33 -0.10 -0.11 0.126
H 1.4100 -2.7290 1.6372 0.17 0.02 0.26 0.060
H 3.4812 -3.7032 2.5595 -0.05 0.35 0.13 0.125
H 4.9571 -2.3272 4.0323 -0.28 0.17 -0.11 0.130
H 4.3276 0.0332 4.5599 -0.23 -0.23 -0.12 0.127
H 2.1994 0.9828 3.6898 0.18 -0.27 -0.01 0.112
H -0.1380 -2.5440 3.7391 -0.35 0.00 0.01 0.107
H -2.0340 -3.9786 4.4661 -0.10 0.32 -0.10 0.128
H -4.3719 -3.3823 3.8214 0.29 0.23 -0.10 0.131
H -4.7984 -1.3408 2.4411 0.27 -0.11 0.20 0.121
H -2.9087 0.0848 1.7171 0.04 -0.22 0.22 0.073
```
Forces are in eV/Å.

***

Entry 3:
Density functional theory data (ωB97M-V with the def2-TZVPD basis set) for a structure of composition C29H39BrMoN4O2S4.

## Properties
* energy: -5733.01263 Eh
* lowest unoccupied orbital energy (spin up / spin down): 0.0 / 0.0 eV

XYZ file:
```
80
Properties=species:S:1:pos:R:3:forces:R:3:lowdin_charge:R:1
Mo -0.8803 -1.9781 -1.0338 0.31 -0.23 -0.14 1.059
C -1.5361 4.5362 3.9820 0.00 -0.01 0.00 -0.069
C -0.1533 4.1552 3.4534 0.01 0.00 0.00 -0.559
C 0.7680 3.8943 4.6532 0.00 0.01 0.00 -0.047
C 0.3933 5.3385 2.6427 0.00 0.00 0.00 -0.048
C -0.2026 2.9104 2.5700 0.01 0.01 0.02 -0.177
C -1.3593 2.1848 2.3436 -0.03 -0.01 0.00 -0.087
C -1.3289 1.0688 1.5279 0.04 0.00 0.02 -0.558
Br -2.9393 0.0785 1.3619 -0.02 -0.01 0.01 0.810
C -0.1754 0.6101 0.8637 -0.08 0.06 -0.13 -0.362
O -0.2383 -0.4236 0.0493 0.26 0.05 0.29 -0.361
C 1.0256 1.3218 1.1346 -0.01 0.02 -0.05 -0.085
C 0.9556 2.4337 1.9676 -0.01 -0.01 -0.01 -0.004
C 2.4384 0.9564 0.6341 0.00 0.01 0.03 -0.515
C 3.2869 0.5494 1.8506 0.00 -0.01 -0.01 -0.036
C 3.0930 2.1698 -0.0472 0.01 0.00 0.02 -0.036
C 2.4974 -0.1988 -0.3599 -0.01 -0.02 0.00 -0.055
H -1.4599 5.4447 4.5822 0.00 0.00 0.00 0.084
H -1.9545 3.7530 4.6170 0.00 0.00 0.00 0.086
H -2.2373 4.7306 3.1681 0.00 0.00 0.00 0.088
H 0.8085 4.7742 5.3000 0.00 0.00 0.00 0.084
H 1.7858 3.6658 4.3329 0.00 0.00 0.00 0.076
H 0.4034 3.0505 5.2419 0.00 0.00 0.00 0.090
H 0.4286 6.2381 3.2619 0.00 0.00 0.00 0.083
H -0.2434 5.5404 1.7792 0.00 0.00 0.00 0.090
H 1.4029 5.1438 2.2779 0.00 0.00 0.00 0.075
H -2.2999 2.4628 2.7965 0.00 0.00 0.00 0.089
H 1.8777 2.9657 2.1652 0.01 0.00 0.01 0.098
H 3.3392 1.3425 2.5972 0.00 0.01 0.00 0.078
H 4.3060 0.3109 1.5345 0.00 0.00 0.00 0.086
H 2.8619 -0.3360 2.3297 0.00 0.00 0.00 0.087
H 3.2187 3.0162 0.6275 0.00 0.01 -0.01 0.077
H 2.4971 2.5082 -0.8969 -0.01 0.00 -0.01 0.066
H 4.0835 1.8921 -0.4161 0.00 0.00 0.01 0.088
H 2.1357 -1.1171 0.0926 0.01 0.00 0.00 0.060
H 3.5385 -0.3503 -0.6611 0.00 0.00 -0.01 0.096
H 1.8942 -0.0071 -1.2449 0.00 0.02 0.00 0.061
S -2.4377 -3.2583 0.0005 -0.16 -0.10 0.08 0.610
C -3.4843 -4.0594 -1.1559 -0.02 0.02 0.00 -0.653
C -4.6539 -4.7202 -0.7809 0.00 0.00 -0.01 -0.119
C -5.4013 -5.3814 -1.7371 0.00 0.00 0.01 -0.099
C -4.9825 -5.3947 -3.0683 0.00 0.01 -0.01 -0.099
C -3.8218 -4.7439 -3.4401 0.00 0.01 0.00 -0.120
C -3.0655 -4.0698 -2.4792 -0.05 -0.02 -0.01 -0.660
S -1.5903 -3.2180 -2.8707 -0.01 0.01 -0.14 0.662
H -4.9668 -4.7072 0.2560 0.00 0.00 0.00 0.100
H -6.3134 -5.8896 -1.4518 0.00 0.00 0.00 0.098
H -5.5706 -5.9142 -3.8140 0.00 0.00 0.00 0.098
H -3.4916 -4.7461 -4.4716 0.00 0.00 0.00 0.098
N -0.4652 -2.4463 2.5302 -0.05 -0.06 -0.02 0.127
C 0.4560 -3.0815 1.7808 0.06 0.01 0.00 -0.691
N 0.5349 -2.9803 0.4799 -0.01 0.05 0.12 -0.069
C 1.6448 -3.6316 -0.0178 -0.01 -0.01 0.00 -0.344
C 2.3976 -4.2784 0.8952 0.00 0.00 0.00 -0.331
S 1.7238 -4.0433 2.4709 0.00 0.00 0.00 1.068
C 1.8645 -3.4287 -1.4445 -0.01 -0.02 -0.04 -0.332
C 2.7310 -4.0337 -2.2774 0.01 0.03 0.02 -0.325
S 2.6295 -3.3252 -3.8519 -0.01 0.01 0.01 1.077
C 1.3746 -2.2747 -3.2942 0.07 0.05 0.00 -0.727
N 1.0650 -2.4505 -2.0287 -0.20 -0.07 0.08 -0.093
N 0.8378 -1.3175 -4.0669 -0.06 -0.04 0.03 0.126
H -1.2285 -1.9993 2.0349 0.02 0.03 0.00 0.003
H -0.6741 -2.7947 3.4492 0.02 0.01 0.00 0.107
H 3.3100 -4.8308 0.7527 -0.01 -0.01 0.00 0.077
H 3.4130 -4.8381 -2.0637 0.00 0.00 -0.02 0.080
H 0.7597 -1.4712 -5.0569 0.03 0.01 -0.01 0.112
H 0.1475 -0.7105 -3.6346 0.00 0.01 -0.02 0.058
C 0.5899 3.7480 -2.9764 0.01 0.00 0.00 -0.079
C 0.0221 2.5101 -2.3135 -0.04 0.01 -0.01 -0.306
O 0.4955 1.3079 -2.9219 0.03 0.01 -0.13 -0.115
H 0.1829 4.6478 -2.5124 0.00 0.00 0.00 0.079
H 0.3464 3.7639 -4.0393 0.00 0.00 0.00 0.077
H 1.6780 3.7864 -2.8719 0.00 0.00 0.00 0.068
H -1.0613 2.4802 -2.4201 0.00 0.00 -0.01 0.112
H 0.2434 2.5035 -1.2419 0.01 -0.01 0.01 0.099
H 1.4517 1.3634 -3.0265 0.00 0.06 0.06 0.079
C -2.0076 -0.3849 -1.9913 -0.13 0.11 0.02 -0.305
H -1.7743 0.5658 -1.5158 -0.01 0.00 -0.01 -0.030
H -3.0670 -0.5998 -1.8213 0.00 0.01 -0.02 -0.011
H -1.8730 -0.2894 -3.0705 0.02 0.00 0.00 -0.018
```
Forces are in eV/Å.

***

Which of these has the highest energy?
C29H38NO2P2PbSi

***

What is the formula in the second record?
C29H38NO2P2PbSi

***

energy of number 1 (C29H38FIMnN4O3S)?
-3518.88460 Eh